12
Properties=species:S:1:pos:R:3:forces:R:3:nbo_charge:R:1 method="wB97M-V/def2-TZVPD" charge=+1 e_above_lowest_kcal_mol=65.5 e_tot_ha=-285.6179 e_lumo_ev=-5.67 smiles=C#[N+][C@@H]1O[C@H]1C
O 1.476088 -0.394957 0.517195 0.6 0.3 -0.3 -0.4091
N 1.507703 1.771893 -0.497815 -0.1 3.1 -3.3 -0.1780
C -0.788746 -1.399225 0.199531 -2.5 1.7 -0.8 -0.6587
C 0.808058 0.813361 0.259281 -0.1 -1.2 2.8 0.1135
C 1.647480 2.698112 -1.190990 0.0 -3.2 3.1 0.4836
C 0.337889 -0.497927 -0.293565 -1.1 -0.4 -0.5 0.1285
H 0.517692 1.301420 1.224837 -0.4 -0.3 -1.2 0.2641
H -0.302254 -2.268632 0.471802 1.0 -2.0 0.7 0.2493
H 1.899160 3.646435 -1.575802 0.2 0.7 -0.8 0.2990
H -1.570718 -1.703612 -0.590127 1.5 0.8 0.9 0.2523
H 0.550261 -0.682482 -1.344733 0.2 0.3 0.0 0.2098
H -1.392025 -1.069164 1.076737 0.8 0.1 -0.6 0.2457